C3H6O2 | the ωB97M-V functional and the def2-TZVPD basis

Values from the calculation:
**Net charge**: 0
**Strongest force on any atom**: 0.526 eV/A
**Electronic energy**: -268.343430 hartree
**HOMO-LUMO gap**: 10.76 eV
**SMILES**: COCC=O
**HOMO**: -9.804 eV
**Molecular weight**: 74.1 g mol⁻¹

Bonds (Å) are listed after each position.
Element x y z (Å)
1 C 1.10 -0.32 -0.94  O2 1.415, H6 1.100, H7 1.099, H8 1.093
2 O -0.16 0.30 -1.10  C1 1.415, C3 1.403
3 C -0.71 0.73 0.11  O2 1.403, C4 1.519, H9 1.098, H10 1.102
4 C -0.87 -0.37 1.14  C3 1.519, O5 1.207, H11 1.111
5 O -0.81 -0.18 2.33  C4 1.207
6 H 1.67 0.14 -0.12  C1 1.100
7 H 0.99 -1.39 -0.74  C1 1.099
8 H 1.67 -0.19 -1.87  C1 1.093
9 H -1.71 1.12 -0.12  C3 1.098
10 H -0.11 1.54 0.57  C3 1.102
11 H -1.07 -1.38 0.73  C4 1.111